Record 1
12
Properties=species:S:1:pos:R:3:forces:R:3:lowdin_charge:R:1 method="wB97M-V/def2-TZVPD" relative_energy_kj_mol=568.01 e_tot_ev=-6313.313 total_charge=0 lumo_ev=0.48 max_force_ev_per_a=1.12 homo_lumo_gap_ha=0.37385
C 0.20003 -0.09562 -0.35248 0.1 0.7 0.3 -0.0455
C -1.28896 -2.18822 0.01537 0.8 -0.6 0.1 -0.2111
C -0.59378 -1.16656 -0.98439 0.2 0.6 -0.2 -0.2647
C 1.57198 1.93039 0.78777 -0.4 -0.6 -0.3 -0.1021
C -0.26202 -2.97279 -0.02372 -1.1 0.2 0.2 0.1441
C 0.82309 0.81297 0.15099 -0.3 -0.3 -0.2 -0.0699
H 1.59044 2.79978 0.12005 0.0 -0.2 0.2 0.0744
H -0.01564 -1.63076 -1.79837 -0.2 0.0 0.4 0.1069
H -2.29289 -2.01351 0.40412 0.7 -0.1 -0.1 0.1021
H -1.48135 -0.76254 -1.46840 0.1 0.2 -0.2 0.1156
H 1.08436 2.21477 1.72820 0.1 0.0 -0.2 0.0753
H 2.60104 1.61963 1.00076 -0.2 0.1 0.0 0.0750

Record 2
80
Properties=species:S:1:pos:R:3:forces:R:3:lowdin_charge:R:1 method="wB97M-V/def2-TZVPD" relative_energy_kj_mol=121.98 e_tot_ev=-179502.733 total_charge=-2 lumo_ev="3.86 / 3.86" max_force_ev_per_a=0.76 homo_lumo_gap_ha="0.16384 / 0.18487"
Rb -0.80238 0.65041 -0.35816 0.3 -0.2 0.2 0.7728
As 1.27022 -3.52147 2.50834 0.0 0.1 0.0 1.2906
As 0.49238 -2.76137 -0.96302 0.0 0.0 0.1 1.2674
O -1.03983 -4.95544 3.60294 0.0 0.0 0.0 -0.1532
O -2.93670 -2.42406 1.12993 0.0 0.0 0.0 -0.0499
O 3.22790 -6.22550 1.78333 0.0 -0.1 -0.2 -0.0360
O -2.27161 -1.98822 -0.97800 0.1 0.0 0.0 -0.0751
O 4.60879 -4.64842 1.11214 0.0 -0.1 -0.3 0.1014
O 2.61589 -5.77441 -1.67798 -0.2 0.0 -0.2 0.1135
O -2.38696 -5.13582 1.80856 0.0 0.0 0.0 0.0513
O 3.60699 -3.86605 -2.14521 -0.1 0.0 -0.1 -0.0276
O 1.98039 1.83180 -0.91831 0.1 0.0 0.1 -0.1350
O -1.96682 2.25278 -1.98029 -0.4 0.3 -0.3 -0.2300
N 0.20181 3.74986 -1.36787 0.0 0.0 -0.1 0.0760
N -0.55711 4.75612 -1.35823 0.0 0.0 0.0 0.0621
C 3.99794 -2.58378 -1.63719 0.0 0.0 0.0 -0.0594
C -0.46474 -3.72246 1.68504 0.0 0.0 -0.1 -0.3492
C -0.38358 1.38367 2.42287 0.1 0.0 0.2 -0.3409
C -4.15643 -1.78161 0.79637 0.0 0.0 0.0 -0.0557
C -1.39797 -4.62079 2.30406 -0.1 -0.1 0.0 -0.5515
C -4.73883 4.43679 -1.41606 0.0 0.0 0.0 -0.0512
C 3.46640 -5.02589 1.21871 0.1 0.2 0.7 -0.5448
C -4.10847 5.70666 -1.20447 0.1 0.0 0.0 -0.1897
C -2.55565 3.31090 -1.67882 0.0 0.1 -0.1 -0.4051
C 2.49497 3.07677 -1.09180 0.0 0.1 0.0 -0.2170
C -2.86573 8.15483 -0.77976 0.0 0.0 0.0 -0.1175
C -2.02461 -2.47945 0.13200 -0.2 -0.1 0.0 -0.6043
C 2.86767 0.81517 -0.50170 0.0 0.0 0.0 -0.0871
C 2.05689 5.38954 -1.59289 0.0 0.0 0.0 -0.0332
C -0.20732 -4.04530 -2.28076 0.0 0.0 0.0 -0.2737
C 1.88394 -6.72776 1.78330 0.0 0.0 0.0 -0.0608
C -2.10192 7.02859 -0.96228 0.0 0.0 0.0 -0.0392
C 1.57177 4.10929 -1.35070 0.0 0.0 0.0 -0.1660
C -4.01855 3.32145 -1.63455 0.0 0.0 0.0 -0.0063
C -1.91567 4.57016 -1.39940 0.1 -0.1 0.0 -0.1480
C 2.72128 -4.59801 -1.43963 0.6 -0.2 0.4 -0.5488
C -4.26798 8.09062 -0.80151 0.0 0.0 0.0 -0.1313
C 3.85504 3.35807 -1.03269 0.0 0.0 0.0 -0.0345
C 3.41719 5.66612 -1.54822 0.0 0.0 0.0 -0.1197
C 4.31271 4.65202 -1.25959 0.0 0.0 0.0 -0.1164
C 1.96380 -3.91668 -0.34541 -0.3 0.1 -0.1 -0.3364
C -4.86737 6.87172 -1.00740 0.0 0.0 0.0 -0.0717
C -2.69355 5.76273 -1.19294 -0.1 0.0 0.0 -0.1085
C 1.60656 -1.61857 2.19697 0.0 0.0 0.0 -0.3144
C -1.88758 -5.90870 4.21195 0.0 0.0 0.0 -0.1008
C 2.28757 -4.16664 0.92250 0.0 -0.1 -0.3 -0.3274
C -0.76880 -3.06315 0.48319 0.1 -0.1 0.0 -0.3460
H -1.91234 -6.84006 3.64171 0.0 0.0 0.0 0.0841
H -1.02397 7.09160 -0.92684 0.0 0.0 0.0 0.0898
H 1.33536 6.16422 -1.81184 0.0 0.0 0.0 0.0932
H 0.50761 -4.17607 -3.09363 0.0 0.0 0.0 0.0201
H -4.78927 -1.87797 1.67580 0.0 0.0 0.0 0.0886
H -4.62799 -2.25617 -0.06480 0.0 0.0 0.0 0.0903
H 4.89539 -2.31540 -2.18935 0.0 0.0 0.0 0.0921
H -5.94975 6.78626 -1.02052 0.0 0.0 0.0 0.0981
H -1.12869 -3.60965 -2.66018 0.0 0.0 0.0 0.0146
H -4.49305 2.36151 -1.80406 0.0 0.0 0.0 0.1078
H 1.44582 -1.34110 1.15832 0.0 0.0 0.0 -0.0404
H -2.37403 9.10616 -0.60785 0.0 0.0 0.0 0.0868
H 0.92317 -1.00760 2.79242 0.0 0.0 0.0 0.0076
H 2.63952 -1.40062 2.47295 0.0 0.0 0.0 0.0230
H -4.86278 8.98345 -0.65080 0.0 0.0 0.0 0.0808
H 4.56329 2.57416 -0.80775 0.0 0.0 0.0 0.0942
H 4.22468 -2.64437 -0.57304 0.0 0.0 0.0 0.0897
H 3.65431 0.64182 -1.24427 0.0 0.0 0.0 0.0911
H 1.97081 -7.77906 2.04739 0.0 0.0 0.0 0.0890
H 3.77183 6.67246 -1.73657 0.0 0.0 0.0 0.0876
H -0.41018 -5.00292 -1.80561 0.0 0.0 0.0 0.0386
H 0.54951 1.99263 2.50651 0.0 0.0 0.0 -0.1931
H 3.21922 -1.84357 -1.81787 0.0 0.0 0.0 0.0553
H -2.91013 -5.53638 4.29142 0.0 0.0 0.0 0.0862
H 5.37586 4.85607 -1.21264 0.0 0.0 0.0 0.0895
H 3.31804 1.05432 0.46506 0.0 0.0 0.0 0.1101
H 1.43349 -6.63004 0.79688 0.0 0.0 0.0 0.0958
H -1.47437 -6.08705 5.20376 0.0 0.0 0.0 0.0810
H 2.27407 -0.08940 -0.40480 0.0 0.0 0.0 0.0388
H -0.71807 1.30781 3.48052 0.0 0.0 0.0 -0.2045
H -3.99818 -0.72557 0.57209 0.0 0.0 0.0 0.0909
H -5.82445 4.39701 -1.39700 0.0 0.0 0.0 0.1011
H 1.27334 -6.21303 2.52722 0.0 0.0 0.0 0.0507

Record 3
65
Properties=species:S:1:pos:R:3:forces:R:3:lowdin_charge:R:1 method="wB97M-V/def2-TZVPD" relative_energy_kj_mol=67.57 multiplicity=5 e_tot_ev=-69549.658 total_charge=-1 lumo_ev="2.29 / 2.29" max_force_ev_per_a=3.04 homo_lumo_gap_ha="0.10687 / 0.17369"
Fe -3.31757 -0.46183 4.12102 -0.5 -0.2 -1.0 0.3134
O 0.96081 -2.52057 -5.91458 -0.3 -0.3 0.2 -0.1468
N 1.96843 -0.86513 -3.79183 0.3 0.3 -1.2 -0.0695
C -2.23574 -0.57965 2.29291 1.2 -2.2 1.6 -0.3135
C 2.20977 -2.84662 -5.32489 -0.2 0.4 -0.1 -0.1890
C -2.95313 -1.87520 2.60746 1.1 1.0 -1.0 -0.1548
C 3.66786 1.35761 -0.29211 0.1 -0.5 -0.2 -0.0485
C -4.03757 -0.14155 6.08939 -0.4 1.0 0.1 -0.1999
C -2.47004 -2.36477 3.81703 2.4 -0.6 1.3 -0.2004
C 3.85097 1.17672 2.08063 0.1 0.0 0.3 -0.1020
C 1.14797 3.45502 -3.03703 0.0 0.2 -0.1 -0.0899
C -5.03004 0.73992 4.15471 0.1 0.7 1.3 -0.1971
C 3.41328 -0.01636 -0.39549 0.2 0.5 0.4 -0.2315
C 3.61178 -0.18327 2.00361 0.1 0.0 0.2 -0.0883
C 1.61580 1.17416 -2.42309 -0.3 0.5 -0.4 -0.2153
C -2.79318 -0.49581 -0.15991 -0.1 0.0 0.0 -0.1295
C 3.40815 -0.78042 0.78054 0.0 0.2 -0.6 -0.0378
C -5.14773 -0.28724 5.17019 -0.1 0.7 0.3 -0.2000
C 2.35750 -2.29055 -3.90551 -0.1 0.8 0.3 -0.1287
C -1.32286 -0.33666 3.49083 -0.5 0.0 -1.8 -0.1548
C 3.10949 -0.64516 -1.67054 -0.9 0.3 -1.2 -0.0082
C 0.73620 -1.11922 -5.94393 0.3 -0.1 0.2 -0.1858
C -2.17748 0.04852 1.07649 -0.2 0.7 -0.5 -0.1624
C 1.81163 2.26869 -3.26854 0.0 -0.4 0.2 -0.0612
C 2.30796 -0.11536 -2.65059 0.4 -1.8 1.0 -0.1765
C 0.08472 2.49930 -1.11598 -0.1 0.2 0.1 -0.0567
C -3.23540 0.98107 5.64441 -1.5 0.6 0.2 -0.2016
C 3.88408 1.94322 0.93251 0.0 0.1 0.1 -0.0887
C -1.45557 -1.41062 4.36677 -0.3 -2.7 -0.5 -0.2054
C 0.73384 -0.52817 -4.53309 0.2 -0.1 0.4 -0.1189
C -3.84707 1.52487 4.44599 -0.8 0.4 1.1 -0.1954
C 0.29641 3.57507 -1.95584 -0.1 0.2 0.1 -0.0855
C 0.73136 1.30671 -1.35312 0.3 -0.4 -0.2 -0.0137
H -0.66297 0.52487 3.63368 -0.3 -0.4 -0.2 0.1018
H 1.51821 -0.66807 -6.56563 0.1 0.2 0.1 0.1203
H 2.29261 -3.94158 -5.33316 -0.1 0.3 0.2 0.1268
H 4.06850 3.00387 0.99760 0.0 0.2 0.0 0.0987
H 3.69029 1.95384 -1.18842 0.1 0.1 -0.1 0.1088
H -0.21282 4.50686 -1.76897 -0.1 0.2 0.0 0.0993
H -3.45226 2.34534 3.84271 -0.2 -0.3 0.3 0.0898
H 3.40059 -2.39731 -3.58892 -0.2 0.0 -0.2 0.1145
H -2.72369 -3.33947 4.24618 0.1 0.5 0.0 0.0826
H 2.49097 2.18151 -4.09975 0.2 0.0 -0.2 0.1171
H -0.87772 -1.56305 5.28430 -0.4 0.1 -0.3 0.0905
H 0.61635 0.56025 -4.57296 0.1 -0.3 -0.1 0.1130
H 3.46390 -1.65210 -1.78737 0.1 -0.3 0.0 0.0839
H 2.99606 -2.46559 -5.98516 0.2 0.2 0.1 0.1183
H -2.31285 1.33199 6.11378 -0.4 -0.2 -0.3 0.0921
H -3.45878 0.22752 -0.63288 -0.1 0.1 -0.2 0.0576
H 4.01470 1.63989 3.03817 0.0 0.1 0.2 0.0939
H 0.57236 0.46262 -0.70242 -0.1 -0.1 0.2 0.1268
H 3.19736 -1.83693 0.71881 0.0 -0.2 0.0 0.1100
H -5.96137 -1.00885 5.26531 0.3 0.3 -0.1 0.0788
H -2.01932 -0.76716 -0.88915 0.0 0.0 -0.2 0.0518
H -3.38099 -1.39181 0.05114 0.1 0.1 0.0 0.0540
H 1.29075 4.29623 -3.69809 0.1 0.1 -0.1 0.0978
H -3.85959 -0.74074 6.98712 -0.1 0.2 -0.4 0.0841
H -5.71413 0.89635 3.31914 0.3 -0.1 0.2 0.0870
H 1.74110 -2.86039 -3.20273 0.0 -0.2 0.0 0.1339
H -0.21789 -0.94857 -6.46004 0.1 -0.1 0.3 0.1272
H -3.68097 -2.38699 1.97432 0.3 0.3 0.2 0.0885
H -0.58297 2.59675 -0.27522 -0.1 -0.1 0.1 0.0985
H 3.57094 -0.77293 2.90516 0.0 -0.1 0.1 0.1009
H -1.57608 0.94213 0.99463 0.1 0.2 -0.1 0.0634
H -0.11495 -0.91518 -3.95959 -0.3 -0.1 -0.2 0.1325

Record 4
14
Properties=species:S:1:pos:R:3:forces:R:3:lowdin_charge:R:1 method="wB97M-V/def2-TZVPD" relative_energy_kj_mol=368.21 e_tot_ev=-78169.712 total_charge=+2 lumo_ev="-10.64 / -10.64" max_force_ev_per_a=4.61 homo_lumo_gap_ha="0.32662 / 0.32656"
Br -2.46269 1.26701 0.55495 0.2 0.2 0.0 1.1336
N 1.26072 0.88808 0.91960 0.6 -0.4 1.5 0.2191
N 1.18130 -1.34713 1.45152 -0.1 -0.6 1.3 0.2690
N 0.14807 -0.64879 -0.44498 -3.4 2.5 -1.7 0.1928
N -1.64706 0.60369 -2.05324 1.4 -1.4 0.4 0.2097
C 0.86230 -0.37605 0.67518 -0.4 2.0 -1.5 -0.5133
C -1.53949 0.58888 -0.78878 2.8 -2.1 -0.3 -0.5565
H -1.16629 -0.00239 -2.70055 1.5 -1.1 0.7 0.1682
H -0.28537 -1.55945 -0.61281 0.4 0.1 0.6 0.1194
H -2.08877 1.12186 -2.74756 -2.6 2.5 -0.3 0.1520
H 1.86873 1.09020 1.71165 -0.5 -0.9 0.6 0.1488
H 1.58256 1.60564 0.31686 -0.6 0.2 -2.0 0.1327
H 1.70280 -1.06723 2.26658 0.4 -0.8 0.4 0.1608
H 0.58321 -2.16432 1.45156 0.4 -0.2 0.4 0.1637

Record 5
81
Properties=species:S:1:pos:R:3:forces:R:3:lowdin_charge:R:1 method="wB97M-V/def2-TZVPD" relative_energy_kj_mol=0.00 multiplicity=4 e_tot_ev=-221347.438 total_charge=0 lumo_ev="-0.65 / -1.05" max_force_ev_per_a=8.51 homo_lumo_gap_ha="0.18340 / 0.19579"
Te -0.47182 -3.53626 -3.38145 -0.3 -0.4 -0.3 0.2347
Te 2.20566 -2.78937 -3.39348 -0.7 0.7 0.9 0.3038
Mo 0.00000 0.00000 0.00000 -1.1 3.1 -1.9 1.1917
Se 1.83237 -1.03591 -1.54565 3.3 0.7 -1.1 0.1961
Se -1.04451 -1.83837 -1.53265 -0.9 -4.3 -1.1 0.4002
Cl -0.80279 3.87989 -1.47164 1.9 1.2 -3.6 0.8311
P 1.65338 -0.42490 2.55059 1.2 -0.1 0.8 0.8923
O 1.39948 1.42118 -0.09972 2.3 0.0 -0.4 -0.3243
O 0.62818 0.44593 1.84211 0.8 -1.4 3.0 -0.4661
O 2.33448 3.21127 -1.16549 -1.8 -2.3 1.5 0.0180
N -0.89392 0.39279 -1.83106 -1.3 -4.0 -2.1 -0.4642
N -2.12599 0.85923 -1.95963 -2.3 0.3 -1.1 0.0271
N -1.89302 -0.67924 0.54901 -0.3 -1.7 2.0 -0.2531
N -4.42179 1.59743 -1.09098 0.5 0.7 0.8 -0.0050
N -3.01446 -0.12086 0.12227 -1.3 0.1 0.1 0.0233
N -5.14853 0.86940 -1.92985 -0.7 -1.4 -1.6 0.0488
N -2.12884 2.17372 0.10056 -2.1 1.0 0.6 -0.0048
N -0.98771 1.73513 0.61462 0.6 1.0 1.2 -0.0878
C 3.41412 -2.35333 1.48523 -0.2 -0.1 -0.2 -0.0474
C -1.33002 0.60492 -4.00073 0.2 0.0 -0.1 -0.0006
C -6.42190 2.54571 -1.24970 -0.2 1.0 0.7 -0.0841
C -0.34729 -0.64500 6.09748 0.1 0.0 -0.2 -0.0680
C -1.16540 3.88781 1.11426 -0.7 0.1 1.5 -0.1245
C -2.42372 1.00499 -3.26634 -0.1 0.2 -0.3 0.0026
C 3.15256 0.51182 2.91082 0.4 0.2 0.2 -0.2571
C -4.07475 -0.83266 0.55114 -0.3 -0.2 0.1 -0.0294
C 1.41806 2.36905 -0.93910 1.7 3.3 -3.0 -0.6495
C 2.10972 -1.84002 1.52874 1.4 -0.7 1.5 -0.3024
C -6.36274 1.43357 -2.05332 1.2 -0.8 0.0 -0.1433
C 4.75807 2.19599 2.19975 -0.1 -0.2 0.2 -0.0475
C 3.71376 -3.46064 0.68894 0.0 0.1 0.2 -0.0599
C 0.17189 -0.21201 4.87729 0.0 0.0 0.0 -0.0589
C 5.49033 1.99847 3.36806 -0.2 -0.1 0.0 -0.0720
C -2.22753 -1.77441 1.25881 -0.2 0.5 0.2 -0.1634
C -3.60242 -1.90101 1.28013 -0.3 -0.3 0.3 -0.0366
C 1.28509 -2.33544 4.59211 -0.1 0.0 0.1 -0.0683
C 2.71527 -4.06632 -0.07174 -0.3 0.3 0.3 -0.1088
C 1.11567 -2.45847 0.75357 3.6 -7.5 2.0 -0.3631
C 3.89801 0.32569 4.08414 0.1 0.0 0.1 -0.0761
C 0.99674 -1.05016 4.11027 -0.2 -0.2 0.4 -0.2700
C -0.05004 -1.92290 6.56530 0.1 0.0 -0.2 -0.0737
C 3.59627 1.45808 1.97323 0.0 0.0 -0.2 -0.0339
C 1.41616 -3.56502 -0.04070 0.2 -0.7 -0.2 -0.1723
C -5.18720 2.61991 -0.64618 -0.6 0.9 0.4 -0.0878
C 5.06046 1.06583 4.31002 -0.2 -0.1 -0.1 -0.0782
C 0.76371 -2.76782 5.81328 0.0 0.2 -0.1 -0.0712
C -0.38924 2.75925 1.24976 -0.4 0.1 0.4 -0.1289
C -0.38670 0.22575 -3.06757 -0.6 -0.8 -2.4 -0.3290
C -2.25585 3.49096 0.37301 -0.7 -0.2 1.8 -0.2297
C 0.19560 2.45126 -1.85438 1.0 2.5 -0.2 -0.4059
B -2.96732 1.16475 -0.71205 -0.6 0.3 -0.1 -0.6156
H -0.43834 1.56644 -1.74548 2.0 4.6 0.5 -0.0800
H -4.92613 3.36129 0.08229 0.5 -0.1 0.1 0.1004
H 5.62946 0.91757 5.22463 -0.1 0.0 -0.1 0.1048
H -3.35515 1.37824 -3.66831 0.0 0.0 0.6 0.1321
H 0.51255 2.52614 -2.89858 0.1 0.1 0.2 0.1037
H 0.98943 -3.76745 6.17668 0.0 0.2 -0.1 0.1080
H 0.69926 -1.48448 0.77687 -1.3 8.0 -1.9 -0.0739
H -0.95404 4.87874 1.49282 -0.1 -0.2 -0.1 0.1141
H 1.91470 -3.01512 4.02353 -0.1 0.1 0.0 0.1083
H -1.23014 0.59433 -5.07763 0.0 0.0 0.2 0.1240
H -5.11311 -0.59967 0.35626 0.4 0.3 -0.3 0.1305
H -1.51575 -2.43682 1.73234 0.2 0.2 -0.1 0.1195
H 2.95109 -4.92613 -0.69347 -0.1 0.2 0.1 0.1088
H 0.60759 -0.14537 -3.27574 -0.3 0.3 0.3 -0.0024
H -7.15660 1.04866 -2.67888 0.4 -0.3 -0.1 0.1041
H 4.21171 -1.89764 2.06649 -0.2 0.1 -0.1 0.1152
H 4.72887 -3.84897 0.65838 -0.2 0.1 0.0 0.1120
H 0.63708 -4.03194 -0.63794 0.1 0.1 0.2 0.0439
H -0.45764 -2.26227 7.51407 0.1 0.0 -0.2 0.1078
H -7.26445 3.20882 -1.10752 0.2 0.0 0.0 0.0972
H -0.07005 0.78559 4.51260 0.0 -0.2 0.0 0.1148
H -0.98707 0.01383 6.67933 0.1 -0.1 -0.1 0.1089
H 5.08805 2.92749 1.46633 -0.1 -0.2 0.1 0.1162
H -4.18370 -2.67199 1.76762 0.1 0.2 -0.1 0.1082
H -3.03622 4.15374 0.05207 -0.3 -0.4 -0.3 0.1064
H 3.58271 -0.39318 4.83603 0.0 0.1 -0.1 0.1038
H 0.55833 2.68960 1.76630 -0.3 -0.3 -0.3 0.1260
H 0.09961 -2.06595 0.76816 -2.7 -4.0 0.8 0.0330
H 6.39357 2.57607 3.54702 -0.1 -0.1 0.0 0.1069
H 3.02331 1.62201 1.06124 0.2 0.0 0.2 0.0904

Record 6
15
Properties=species:S:1:pos:R:3:forces:R:3:lowdin_charge:R:1 method="wB97M-V/def2-TZVPD" relative_energy_kj_mol=164.09 smiles="CN1C=[NH+]S[C@@H]1N" e_tot_ev=-18537.805 total_charge=+1 lumo_ev=-4.10 max_force_ev_per_a=4.69 homo_lumo_gap_ha=0.33858
S 1.17072 -0.49611 2.33269 0.3 -0.7 -0.2 0.9963
N -0.21152 0.24897 0.25694 -2.1 0.4 1.2 -0.1730
N 1.22766 -1.33780 -0.40534 -2.8 1.7 0.6 0.1110
N 0.91597 1.13520 1.94154 0.3 1.6 2.2 -0.2644
C 0.00266 1.30992 1.03257 1.9 -2.0 -1.5 -0.1276
C 0.39349 -0.97727 0.65782 -2.1 -3.4 2.4 -0.5687
C -1.14491 0.23995 -0.86299 -0.8 3.2 -2.2 -0.0204
H -0.74171 1.19182 -1.45564 -1.6 -1.9 0.7 0.1424
H -1.04270 -0.59270 -1.57054 0.5 0.0 0.8 0.0947
H 1.77871 -0.54665 -0.50993 1.8 1.3 -1.0 0.0827
H -0.21192 2.24718 0.66993 -1.1 2.1 -0.4 0.1477
H 1.31312 1.89148 2.56532 -0.8 -1.2 -1.2 0.1736
H -0.49119 -1.81135 1.07770 2.7 2.1 -1.9 0.2048
H -2.28205 0.35019 -0.64804 2.2 -0.1 0.2 0.1314
H 1.70008 -2.15846 -0.45179 1.5 -3.0 0.2 0.0694